(1)
Molecular formula: C51H42BBrO6PdS2
Method: DFT, ωB97M-V/def2-TZVPD

Values from the calculation:
E_HOMO (alpha / beta) in eV: -12.69 / -12.67
Frontier orbital gap (alpha / beta) in eV: 7.14 / 4.18
Net charge: +2
Spin multiplicity: 5

Structure (XYZ):
```
104
Properties=species:S:1:pos:R:3:forces:R:3
Pd 1.447746 0.958700 -1.487683 -0.165 0.153 -0.124
C -4.346084 3.568289 -0.139781 -0.026 0.005 -0.022
C -3.210918 2.658722 0.217410 -0.036 -0.019 -0.031
C -2.182614 3.096059 1.049250 -0.003 -0.022 -0.007
C -1.144180 2.251970 1.405910 0.021 -0.015 -0.024
C -1.145258 0.956936 0.901598 -0.181 0.130 0.053
C -2.159921 0.489260 0.056352 0.092 -0.029 0.049
C -3.185942 1.345499 -0.273484 0.039 0.084 0.015
S 0.162000 -0.109450 1.317635 0.129 -0.272 -0.102
O 0.855044 -0.563188 0.065680 -0.036 0.048 0.147
C -0.591401 -1.595407 1.913987 -0.090 0.021 -0.105
C -1.900234 -1.492813 2.440176 -0.059 0.001 -0.040
C -2.594049 -2.628610 2.719366 0.034 -0.001 0.008
C -2.032545 -3.901525 2.461616 0.006 0.005 -0.024
C -2.779775 -5.080329 2.686125 0.017 0.000 0.011
C -2.222773 -6.305596 2.465737 -0.005 -0.004 -0.003
C -0.887942 -6.407565 2.016895 0.006 -0.002 0.002
C -0.135498 -5.290211 1.805971 0.016 -0.011 0.013
C -0.688470 -3.996890 2.009413 -0.045 0.023 -0.021
C 0.072071 -2.805956 1.796175 0.063 0.029 0.197
C 1.562379 -3.024005 1.805225 -0.087 -0.037 -0.075
C 2.109186 -3.302278 3.098433 0.048 -0.030 0.026
C 1.389982 -3.022787 4.290578 -0.022 0.000 0.019
C 1.934049 -3.298183 5.510333 0.008 0.003 0.012
C 3.211956 -3.888920 5.615243 -0.013 0.001 -0.007
C 3.925206 -4.181323 4.490381 -0.021 0.006 -0.011
C 3.397007 -3.893197 3.210242 0.010 0.018 0.010
C 4.130272 -4.215400 2.042222 -0.039 0.003 -0.011
C 3.649399 -3.887184 0.815143 0.041 0.043 0.035
C 2.381252 -3.256496 0.721269 0.110 -0.029 -0.003
S 2.061463 -2.620893 -0.879805 -0.132 0.142 0.073
O 2.201798 -3.609600 -1.946643 0.043 -0.116 -0.102
C 3.238543 -1.309329 -1.066847 0.281 -0.143 -0.082
C 3.427906 -0.784854 -2.347452 -0.047 -0.157 -0.031
C 4.423350 0.165331 -2.534434 -0.109 0.099 -0.012
C 5.202188 0.618514 -1.469834 0.026 0.036 -0.054
C 6.291045 1.625810 -1.679168 -0.020 0.019 -0.005
C 4.951284 0.108287 -0.194094 -0.025 -0.022 0.052
C 3.979978 -0.849888 0.023192 -0.114 0.106 -0.075
H -4.026763 4.608304 -0.183260 0.010 0.001 0.008
H -5.133711 3.495362 0.613631 0.003 0.003 0.007
H -4.780347 3.290809 -1.099390 0.002 -0.003 -0.008
H -2.194667 4.111731 1.422250 0.007 0.005 0.006
H -0.343527 2.589084 2.051011 -0.039 0.004 -0.001
H -2.134483 -0.522411 -0.328712 -0.008 0.001 -0.020
H -3.975236 1.008220 -0.934487 -0.001 -0.013 -0.006
H -2.354703 -0.522747 2.578399 0.000 0.004 0.016
H -3.598107 -2.565524 3.117819 -0.015 0.000 -0.005
H -3.800011 -4.990656 3.035340 -0.010 -0.002 -0.001
H -2.799100 -7.204668 2.635722 -0.005 -0.001 -0.002
H -0.459818 -7.384409 1.837946 0.004 -0.004 0.007
H 0.884149 -5.397634 1.462704 0.008 0.008 -0.004
H 0.407043 -2.574845 4.239270 -0.005 -0.010 -0.011
H 1.380884 -3.064879 6.409797 -0.009 -0.006 0.005
H 3.618272 -4.112527 6.591996 0.011 0.001 0.005
H 4.903185 -4.639609 4.557296 0.008 -0.002 0.007
H 5.090283 -4.705926 2.136799 0.007 -0.003 0.004
H 4.222893 -4.080224 -0.081813 0.004 -0.001 -0.012
H 2.845985 -1.137126 -3.192731 0.045 -0.091 0.028
H 4.588685 0.560007 -3.528670 0.020 -0.007 -0.004
H 6.264123 2.043438 -2.683002 -0.001 0.008 -0.004
H 7.267317 1.160534 -1.532355 0.000 -0.009 0.005
H 6.208194 2.438090 -0.955460 0.012 -0.022 -0.003
H 5.533223 0.467180 0.646221 0.002 -0.004 0.005
H 3.797340 -1.218922 1.021256 0.024 -0.027 0.031
C -5.701438 4.123834 -4.331693 0.001 0.012 -0.034
C -5.771340 2.621342 -4.607250 0.009 0.018 0.077
C -5.947825 2.408296 -6.115874 -0.019 -0.036 -0.034
C -6.985224 2.054420 -3.857960 -0.005 -0.008 0.002
C -4.503909 1.898016 -4.150360 0.013 -0.007 -0.037
C -4.435892 0.501273 -4.255006 -0.010 -0.025 -0.034
C -3.315189 -0.237063 -3.892123 0.006 0.006 0.018
C -2.248152 0.479650 -3.400933 0.006 0.010 -0.007
O -1.021308 0.023957 -2.920453 -0.119 0.001 0.022
B -0.381825 1.173615 -2.501591 0.202 -0.089 0.038
O -1.118350 2.308675 -2.711267 0.079 0.054 0.000
C -2.299478 1.851064 -3.282898 -0.027 0.014 0.006
C -3.397771 2.592402 -3.656490 -0.002 0.010 0.073
H -6.640807 4.589271 -4.629348 -0.007 0.003 -0.011
H -4.904562 4.606755 -4.900112 0.008 -0.003 0.004
H -5.552304 4.339356 -3.270869 -0.007 -0.006 0.004
H -6.829048 2.944750 -6.469844 -0.012 0.006 0.003
H -6.079869 1.353586 -6.360439 0.006 -0.002 0.004
H -5.080757 2.776273 -6.666393 0.002 0.012 0.002
H -7.896581 2.549501 -4.195349 0.002 0.019 0.001
H -6.890564 2.218142 -2.781860 -0.003 0.003 0.008
H -7.112577 0.985147 -4.025998 0.007 -0.002 -0.013
H -5.286872 -0.036036 -4.651234 -0.005 0.006 -0.002
H -3.286148 -1.312833 -3.995390 0.008 -0.006 -0.002
H -3.385458 3.668186 -3.558499 -0.003 0.001 -0.001
Br 7.194787 5.075444 3.569426 -0.016 -0.012 -0.008
C 5.719311 4.147619 2.865724 -0.004 0.000 0.003
C 4.947362 3.353383 3.704052 0.029 0.014 0.022
C 3.861635 2.670564 3.185715 0.025 -0.009 0.033
C 3.553197 2.779879 1.832860 -0.033 0.003 -0.071
C 4.329523 3.585663 1.002133 0.014 0.051 0.015
C 5.413838 4.273349 1.515789 -0.007 -0.011 0.007
C 2.405784 2.039940 1.242725 -0.041 0.005 -0.020
O 1.762048 1.275657 2.044660 0.057 0.000 0.026
O 2.145847 2.214936 0.027325 0.076 0.087 0.129
H 5.195400 3.279775 4.753288 -0.005 -0.007 0.005
H 3.253019 2.055968 3.834094 -0.013 -0.011 -0.016
H 4.067852 3.681935 -0.042533 -0.005 0.004 -0.005
H 6.015039 4.912158 0.884066 0.002 -0.002 -0.010
```
Forces are in eV/Å.

---

(2)
Molecular formula: C51H42Cl3F6KN10O5P
Method: DFT, ωB97M-V/def2-TZVPD

Values from the calculation:
ΔE to the lowest compared entry with this formula, charge and spin in kcal/mol: 9.92
E_HOMO (alpha / beta) in eV: -0.63 / -0.62
Frontier orbital gap (alpha / beta) in eV: 2.46 / 1.47
Net charge: -2
Spin multiplicity: 2

Structure (XYZ):
```
119
Properties=species:S:1:pos:R:3:forces:R:3
K 11.725320 11.899468 12.768485 -0.779 0.133 -0.060
N 9.439631 10.357101 14.932110 0.569 -0.747 -0.279
C 10.511119 9.842152 15.629199 1.336 -1.213 1.538
C 10.389989 8.537746 16.207471 -0.377 0.947 -1.075
C 11.488540 7.889809 16.707226 1.898 -0.272 0.033
C 12.770544 8.536842 16.678737 -1.974 0.818 -0.038
C 12.710496 9.905125 16.309943 0.378 -1.749 0.722
N 11.670472 10.528845 15.815219 -1.985 0.032 -1.254
C 9.102870 11.687292 15.025398 -1.394 0.423 0.769
C 8.303664 12.278205 14.051457 1.137 -1.399 -1.181
C 7.922969 13.556696 14.247705 -0.530 0.782 0.088
C 8.170329 14.225967 15.425165 -0.329 0.363 -0.391
C 8.907112 13.539112 16.351379 0.254 0.783 1.264
N 9.344504 12.294302 16.177744 0.521 0.082 0.385
H 9.167209 9.762817 14.109640 0.352 0.832 0.652
H 9.417556 8.058313 16.146077 0.126 0.025 0.157
H 11.378614 6.864915 17.105306 0.139 0.614 -0.266
H 13.707699 8.090351 17.002630 -0.331 0.027 0.064
H 13.541923 10.543534 16.495214 0.893 0.317 -0.043
H 8.206106 11.740856 13.100840 -0.268 0.403 0.400
H 7.448080 14.089169 13.475390 -0.717 0.506 -0.963
H 7.804368 15.251230 15.524215 0.448 -0.391 0.289
H 9.151290 14.069267 17.294119 0.136 -0.734 -0.472
C 16.164723 3.437053 17.822258 0.751 -0.318 0.174
O 17.570060 3.753760 17.580834 -0.447 -1.153 -0.072
C 17.875718 4.960584 17.041741 -0.073 -0.535 0.571
C 17.440720 6.055656 17.782697 -0.129 -0.888 1.197
C 17.399230 7.235805 17.170458 -0.146 2.751 -1.584
C 17.876410 7.381663 15.837438 1.491 -0.551 1.039
C 18.609717 6.300462 15.265909 -0.435 2.358 -0.644
C 18.629494 5.093470 15.845703 -0.755 -1.504 1.248
N 17.725203 8.596857 15.255826 -0.994 0.909 -0.063
N 17.974059 8.625940 13.979218 -0.831 -1.659 -0.924
C 16.967115 9.175387 13.239583 0.691 1.038 0.708
C 16.626861 8.522065 12.049107 -0.411 -0.313 -2.021
C 15.400362 8.739706 11.438479 0.898 0.941 2.034
C 14.470836 9.775668 11.914279 -0.281 0.532 -0.296
O 13.324588 9.908050 11.475171 1.142 -0.323 0.373
C 15.046187 10.714620 12.911450 0.020 0.146 1.316
N 14.340309 11.822873 13.223658 0.358 -1.176 -0.532
C 14.736725 12.527367 14.255865 0.187 -0.025 0.069
C 15.914627 12.278355 14.947618 1.075 0.160 1.936
C 16.723760 11.201186 14.617256 -2.047 0.637 -0.709
C 16.201149 10.332003 13.632560 0.143 0.714 -0.011
H 15.638316 3.149851 16.918786 -0.030 0.769 -0.544
H 15.604773 4.134559 18.459151 0.397 0.209 -0.499
H 16.185290 2.498696 18.339530 0.310 -0.438 0.658
H 17.140575 6.012282 18.853287 0.004 -0.513 -1.082
H 16.947616 8.108650 17.640775 0.233 -0.082 -0.075
H 19.125579 6.559813 14.358278 0.129 -0.354 -0.291
H 19.150310 4.256814 15.383837 -0.289 0.001 0.271
H 17.380601 7.848432 11.619467 -0.600 -0.067 0.345
H 14.955115 8.182347 10.682995 -0.082 -1.194 -1.474
H 14.077718 13.308659 14.564646 -0.238 0.657 0.201
H 16.144347 12.867349 15.880766 -0.193 -0.383 -1.370
H 17.658829 11.022405 15.089126 0.379 -0.190 0.377
C 14.839939 18.470572 10.295255 -1.308 0.853 0.293
C 15.925477 17.824516 9.763148 1.260 -0.701 0.004
C 16.263043 16.539793 10.250014 -1.700 0.481 0.261
N 15.489073 15.941372 11.181505 -0.657 0.260 -0.418
C 14.322491 16.533774 11.600407 2.487 0.891 -0.927
C 13.986160 17.841800 11.192142 -0.192 -1.345 0.550
H 14.598778 19.501035 10.005244 0.206 -0.413 -0.054
H 16.533921 18.367007 9.033610 -0.026 -0.432 0.182
H 17.078858 15.930329 9.846856 -0.082 0.439 0.253
H 13.784000 16.018931 12.364923 -0.351 -0.215 0.036
H 13.058728 18.257855 11.609941 0.577 0.063 -0.346
N 7.324609 12.949330 9.428142 -0.230 0.466 0.006
C 8.157604 13.618608 8.533775 -1.297 0.767 -0.416
O 7.696239 14.190439 7.537768 0.218 -0.833 0.879
C 9.616242 13.695159 8.800614 1.211 -0.360 -0.107
C 10.395503 14.688760 8.160156 -1.412 -0.265 0.744
C 11.708442 14.763880 8.543437 0.610 0.927 -1.456
C 12.234435 13.954036 9.508285 1.185 -0.310 0.137
N 11.582402 12.939572 9.985479 -1.301 -1.485 0.804
C 10.306265 12.765523 9.592710 -0.539 1.419 0.410
H 6.311751 13.064265 9.278353 1.050 0.040 -0.212
H 7.548327 12.871137 10.421835 0.432 -0.105 -0.644
H 9.874095 15.410107 7.511865 0.588 -0.512 0.115
H 12.428434 15.352086 8.004930 -0.091 0.851 0.031
H 13.259083 14.065642 9.879881 -0.282 0.227 -0.252
H 9.753967 11.984383 10.078848 0.074 -0.449 -0.101
F 11.142034 14.601401 13.438842 0.275 0.203 0.143
P 10.835764 16.205630 13.274827 0.189 0.158 -0.010
F 12.378360 16.558625 13.730262 -1.014 -0.487 0.013
F 11.366008 16.124065 11.693530 -0.220 0.139 0.848
F 10.270527 16.322705 14.784990 0.440 -0.741 -0.528
F 9.355959 15.812165 12.739637 -0.005 0.289 -0.038
F 10.539665 17.783839 13.141539 0.011 0.148 -0.797
C 14.127982 12.243346 20.557349 0.065 0.490 0.408
C 13.259375 11.824429 19.564794 -0.643 1.096 -0.802
C 12.548160 12.799837 18.800588 0.896 -0.421 0.062
C 12.713322 14.197999 19.067337 -0.561 0.641 0.106
C 13.395148 14.578221 20.292273 -0.141 -0.288 -1.134
C 14.133968 13.633643 20.940955 0.376 -2.005 0.721
N 12.075385 15.101172 18.279361 -0.631 -1.699 0.414
C 12.531490 16.249199 17.775926 0.788 -0.423 1.104
C 13.917471 16.587210 17.778950 -0.755 1.040 -1.255
C 14.341302 17.671169 17.007250 -1.376 -0.800 0.593
C 13.392319 18.453968 16.328888 1.284 1.525 -0.877
C 12.047007 18.179987 16.348542 -1.885 -2.235 1.080
C 11.606257 17.083203 17.150884 0.332 1.788 -0.981
H 14.769630 11.472309 21.021301 -0.409 0.735 0.172
H 13.133505 10.743099 19.417184 0.040 0.475 -0.367
H 11.997440 12.546896 17.873994 0.087 0.019 0.826
H 13.334204 15.622521 20.608819 0.141 -0.345 -0.068
H 14.647758 13.815883 21.886277 0.119 0.462 -0.260
H 14.567351 15.913188 18.285997 0.687 -0.255 0.185
H 15.388029 17.819478 16.880219 0.697 0.495 -0.008
H 13.728937 19.349207 15.769502 -0.023 -0.732 0.104
H 11.271069 18.582659 15.661138 0.930 0.354 0.696
H 10.564691 16.791391 17.274504 0.195 0.131 -0.447
Cl 10.813239 8.063239 9.815953 -0.442 0.258 0.295
C 9.225329 8.708163 10.375688 -0.005 -0.054 -0.191
Cl 8.141233 7.351728 10.738930 -0.062 -0.140 -0.197
Cl 8.535912 9.728717 9.126095 -0.191 -0.274 -0.560
C 9.386179 9.563044 11.675483 0.755 0.774 0.164
O 9.317693 10.801403 11.537534 0.008 -0.596 0.096
O 9.633441 8.918509 12.695515 -0.109 -0.721 0.055
```
Forces are in eV/Å.

---

no.,strongest force on any atom (eV/A)
1,0.3
2,3.2